Entry 1:
Entry from OMol25: a 13-piece molecular cluster, C47H61F12NO42P2 overall in a non-equilibrium geometry (ωB97M-V/def2-TZVPD).

Last column: Mulliken charge in e.
CARTESIAN COORDINATES (ANGSTROEM)
C  -1.36  -8.37  -0.69  -0.58
O  2.49  -7.71  0.19  -0.52
H  -2.00  -3.08  -0.08  0.36
C  2.50  -6.69  0.78  0.54
H  -3.27  3.92  5.57  0.28
H  -3.92  -2.89  2.31  0.24
C  3.26  -4.46  7.09  0.11
O  3.54  -6.23  1.53  -0.38
H  4.38  6.06  -3.52  0.33
C  2.18  1.02  4.59  -0.98
C  0.65  -7.18  10.35  0.38
F  1.15  -5.56  6.94  -0.28
H  -2.07  1.16  6.14  0.28
C  -1.10  -6.45  -1.81  0.86
C  -5.49  -0.60  -1.23  0.79
O  -6.18  -6.70  -4.01  -0.33
O  -1.24  -7.40  -2.75  -0.31
C  -2.28  1.95  5.42  -0.44
H  3.44  -5.19  7.88  -0.12
C  3.24  8.06  -6.69  0.70
C  1.26  1.51  1.25  -0.67
F  -4.24  -7.07  -2.90  -0.28
H  1.57  -4.02  5.74  0.06
O  1.48  -5.79  0.81  -0.06
H  3.66  -0.12  2.61  0.44
C  1.98  9.88  -6.26  -0.03
O  -3.90  -6.31  0.47  -0.54
H  1.36  -5.01  2.72  0.20
C  3.42  10.15  -5.87  0.29
O  1.29  0.70  -4.05  -0.46
H  0.04  -8.94  -2.30  0.34
H  -0.82  14.55  -6.56  0.28
C  3.90  3.23  -4.12  -0.11
O  3.51  -3.15  7.61  -0.37
H  1.76  3.52  -4.30  0.49
C  1.79  -4.37  6.75  0.54
O  1.02  0.19  1.71  -0.15
H  -2.25  4.18  0.61  0.18
H  6.59  4.49  -2.68  0.34
P  1.85  0.67  -2.52  0.49
P  2.28  2.75  -2.03  -0.21
O  0.31  3.24  -0.14  -0.42
O  -1.04  -5.28  -2.05  -0.82
F  3.54  10.70  -4.64  -0.28
H  1.99  -0.83  5.64  0.01
C  -3.44  2.09  -0.81  0.47
H  4.01  5.51  -5.19  0.45
O  2.23  -4.29  -4.32  -0.39
H  0.13  -6.40  9.79  0.22
H  1.12  1.09  4.33  0.00
C  -3.77  -3.00  1.23  0.30
H  3.64  -1.85  2.26  0.36
C  1.06  -8.39  9.53  -0.43
H  -3.01  1.62  4.70  0.27
C  -2.65  3.23  6.15  0.30
H  -6.65  1.62  0.64  0.35
C  1.19  -3.79  -3.51  0.85
C  -7.16  -5.76  -3.93  0.52
F  -7.39  1.97  -2.23  -0.31
O  0.46  11.71  -8.79  -0.49
C  3.13  -4.90  -3.50  0.55
O  -1.05  -6.98  -0.59  -0.19
C  3.00  -0.99  2.52  -0.85
H  -0.23  2.95  -2.13  0.36
O  -8.22  -5.84  -4.46  -0.52
H  2.37  1.60  5.50  0.60
O  -4.48  -4.16  0.77  -0.28
H  0.65  4.45  -1.72  0.33
O  -1.41  12.96  -8.84  -0.35
H  2.22  1.57  0.72  0.41
H  2.58  4.78  -3.33  0.51
C  -3.61  -5.19  0.74  0.54
F  -0.11  -7.51  11.42  -0.29
C  2.59  -0.42  4.82  -0.13
H  -3.07  12.76  -7.63  0.28
O  2.10  8.69  -7.03  -0.32
O  -0.41  12.57  -6.89  -0.26
C  1.86  -3.57  -2.18  0.26
H  -4.41  -5.75  -4.37  0.30
O  3.97  8.84  -5.84  -0.30
C  -3.21  4.14  0.10  0.52
C  -5.49  -5.07  -2.58  -0.03
C  2.85  -7.05  9.90  0.72
O  -2.36  -4.77  1.02  -0.19
C  -0.52  3.38  5.43  0.60
H  3.98  10.75  -6.58  0.31
C  5.62  4.00  -2.67  -0.93
O  -6.75  -4.72  -3.17  -0.34
O  -1.39  3.83  6.38  -0.35
O  2.22  -1.58  8.59  -0.54
H  0.41  -8.60  8.69  0.27
H  1.53  10.67  -6.85  -0.09
H  -0.82  1.83  0.86  0.31
F  -1.47  -2.85  1.83  -0.26
C  -3.14  4.25  -1.41  -0.52
F  0.71  -2.63  -4.06  -0.24
C  2.35  -2.61  8.03  0.73
C  -6.16  1.33  -0.28  -0.15
C  2.00  -0.78  1.39  0.80
H  1.38  9.68  -5.37  0.25
H  1.43  -3.81  1.41  -0.75
O  3.34  0.03  -2.65  -0.49
F  -1.80  -9.59  -2.70  -0.31
H  3.95  0.53  -3.22  0.38
H  0.07  1.20  -0.54  0.15
O  -1.07  2.33  4.77  -0.18
C  1.80  -4.77  1.75  0.63
O  3.94  -6.59  9.83  -0.53
O  3.58  6.98  -7.06  -0.52
F  3.80  -4.60  3.06  -0.27
H  0.39  -4.51  -3.40  -0.11
O  2.32  -1.29  3.72  -0.10
F  -1.97  13.36  -5.47  -0.27
H  2.32  -2.58  -2.12  0.13
O  -2.97  2.89  -1.80  -0.34
H  -2.42  -8.51  -0.50  0.25
C  -0.37  12.35  -8.24  0.68
H  1.17  -0.20  -4.39  0.32
C  2.57  3.71  -3.58  -0.18
H  -4.84  -4.20  -2.52  0.20
H  3.85  -4.26  1.10  0.24
H  -5.65  -5.48  -1.58  0.04
F  -4.04  5.06  0.65  -0.33
H  2.52  -0.51  0.46  0.12
F  -3.26  3.00  7.34  -0.29
C  -1.35  13.60  -6.64  0.29
O  0.54  3.85  5.20  -0.47
O  -4.88  -1.60  -1.43  -0.43
C  3.31  -4.87  1.82  0.56
H  4.99  4.49  -1.91  0.34
H  1.15  -9.27  10.18  0.30
H  1.45  -1.72  1.22  -0.76
C  -2.28  13.48  -7.83  -0.43
C  0.13  1.90  0.31  -0.04
O  -6.37  -0.04  -2.10  -0.41
O  2.36  -8.00  9.07  -0.32
H  1.19  -3.73  -1.34  -0.17
H  -4.12  -2.11  0.71  -0.47
H  -2.71  14.43  -8.16  0.27
H  -5.49  2.13  -0.62  -0.02
O  1.90  -6.68  10.79  -0.31
H  -0.76  -8.93  0.03  0.32
O  4.01  2.12  -4.55  -0.60
O  -3.77  2.85  0.27  -0.17
H  -8.05  0.50  -1.07  0.32
O  -5.42  0.13  -0.10  -0.24
C  -7.11  0.94  -1.40  0.31
O  2.87  -4.58  -2.20  -0.30
O  -3.53  0.91  -0.87  -0.62
H  2.78  1.50  3.80  0.23
H  5.66  5.95  -4.74  0.39
C  -1.00  -8.66  -2.13  0.32
H  3.64  -0.50  5.14  0.33
C  0.59  3.38  -1.52  -0.71
C  -4.98  -6.14  -3.53  0.44
C  4.74  5.47  -4.38  -1.22
O  1.31  -3.44  7.69  -0.35
H  1.29  2.22  2.09  0.05
C  -2.34  -3.35  0.92  0.28
H  3.91  -4.66  6.24  0.24
N  5.04  4.08  -4.02  0.06
H  5.77  2.95  -2.39  0.30
H  -2.30  4.85  -1.76  0.27
H  -4.08  4.64  -1.81  0.33
O  3.99  -5.64  -3.85  -0.53

As for the energy relative to the best compared isomer or geometry (same formula, charge and spin): 0.00 kcal per mole. Its total charge is 0. For the highest occupied orbital energy, the calculation gives -8.6809 eV.

=====

Entry 2:
Entry from OMol25: an isolated molecule of C21H29N3O4S2 (ωB97M-V/def2-TZVPD).

Last column: Mulliken charge in e.
CARTESIAN COORDINATES (ANGSTROEM)
H  -1.65  -1.32  -4.14  0.28
H  0.05  0.83  -5.48  0.24
C  2.62  -2.32  3.03  -0.21
C  -1.68  0.05  -6.49  -1.39
N  0.85  -0.73  3.47  0.81
H  1.36  1.28  3.22  0.58
H  -3.59  2.35  0.79  0.45
S  3.06  0.89  1.34  1.47
C  3.62  -1.17  3.01  -0.96
H  -0.45  -1.61  -1.05  0.71
C  0.74  1.83  0.25  -0.69
H  -2.26  -0.87  -6.53  0.32
H  2.12  0.50  4.64  0.32
C  1.81  0.36  3.59  -1.58
H  4.14  -1.12  3.97  0.33
N  2.97  0.10  2.80  0.24
C  -2.82  0.44  1.34  -0.55
H  -2.33  0.85  -6.17  0.37
H  -0.92  -1.33  4.37  0.62
C  1.10  -0.55  0.02  -0.57
C  1.45  -1.96  3.94  -0.96
H  1.81  -1.87  4.98  0.35
H  -0.88  2.30  4.09  0.38
H  3.10  -3.23  3.37  0.44
H  1.09  2.77  0.63  0.60
H  -1.90  -1.33  2.10  0.41
C  -2.00  -0.26  2.20  -0.34
C  -0.82  0.48  -0.95  0.14
H  2.23  -2.49  2.02  0.09
C  -0.43  1.72  -0.49  -0.66
O  -3.17  1.45  -1.70  -0.74
H  4.35  -1.28  2.21  0.43
C  -2.95  1.81  1.47  -0.79
C  -2.24  2.48  2.45  -0.72
O  3.19  2.29  1.63  -0.72
H  -0.11  -0.72  -3.49  0.22
N  -1.60  0.68  -3.47  -0.18
H  -3.37  -0.08  0.57  0.76
H  -0.25  0.15  5.07  0.41
C  -0.41  -0.40  4.13  -1.66
H  1.31  -1.30  -5.38  0.39
H  -2.33  3.55  2.55  0.41
H  -2.28  1.14  -4.05  0.36
C  1.49  0.69  0.49  -0.09
C  -1.29  0.40  3.20  0.67
C  -0.08  -0.66  -0.69  -0.86
O  4.09  0.25  0.57  -0.75
O  -2.79  -0.98  -1.91  -0.70
H  -1.04  2.58  -0.72  0.51
H  -1.32  0.27  -7.49  0.41
C  -0.97  -0.45  -4.11  -0.64
H  0.69  -2.75  3.91  0.49
H  0.79  -0.98  -7.04  0.44
C  -0.50  -0.12  -5.53  0.71
H  1.73  -1.41  0.20  0.53
C  0.44  -1.21  -6.03  -1.56
H  -0.07  -2.17  -6.05  0.33
C  -1.41  1.78  3.31  -0.24
S  -2.28  0.36  -1.97  1.33

As for the energy relative to the best compared isomer or geometry (same formula, charge and spin): 46.29 kcal per mole. Its SMILES is CC(C)CNS(=O)(=O)c1ccc(S(=O)(=O)N2CCCN(Cc3ccccc3)C2)cc1. Its total charge is 0. For the highest occupied orbital energy, the calculation gives -9.0543 eV.

=====

Entry 3:
Entry from OMol25: an isolated molecule of C3H3N3S2 in a non-equilibrium geometry (ωB97M-V/def2-TZVPD).

Last column: Mulliken charge in e.
CARTESIAN COORDINATES (ANGSTROEM)
H  2.44  0.20  0.22  0.31
H  -2.13  -0.18  -0.37  0.28
N  -1.16  -0.25  -0.48  -0.58
H  1.38  -1.54  0.81  0.43
S  -1.41  2.44  -1.42  -0.34
C  0.79  -0.80  0.42  -0.39
S  -1.29  -2.11  1.40  -0.02
C  -0.28  1.56  -0.73  0.48
N  -0.60  -1.07  0.35  0.24
C  1.37  0.31  0.11  0.01
N  0.88  1.45  -0.31  -0.44

As for the spin multiplicity: 3. Its total charge is 0. For the highest occupied orbital energy (alpha / beta), the calculation gives -7.7096 / -8.6097 eV.

=====

Entry 4:
Entry from OMol25: a 3-piece molecular cluster, C20H51ClIN6O7P3S overall in a non-equilibrium geometry (ωB97M-V/def2-TZVPD).

Last column: Mulliken charge in e.
CARTESIAN COORDINATES (ANGSTROEM)
C  3.75  -3.06  -0.49  0.08
C  3.23  2.17  -2.40  0.37
H  -0.31  -2.78  9.63  0.16
H  -0.11  4.56  -9.40  0.38
H  -2.98  3.14  -5.11  0.31
H  -2.65  -5.93  7.46  0.38
O  3.41  2.89  -3.30  -0.37
H  -0.68  -0.59  6.15  0.27
C  2.38  0.16  -3.34  0.28
H  -2.11  3.05  -3.62  0.32
C  4.83  -3.72  0.37  -1.29
H  3.61  -3.60  -1.42  0.33
C  -1.18  -0.83  7.08  -1.02
H  1.49  -5.08  5.31  0.37
C  0.36  -1.60  1.64  0.08
N  -1.03  4.48  -7.49  0.12
O  0.07  -2.50  0.55  -0.45
P  -1.34  5.57  -6.22  0.84
H  -4.19  7.55  -7.26  0.37
H  -0.51  5.21  -3.26  0.31
H  -0.41  2.66  -6.61  0.18
H  -0.78  -0.09  0.55  0.28
C  -2.40  3.75  -4.41  -1.17
H  1.25  -1.59  -3.45  0.34
H  4.42  -3.89  1.37  0.32
H  1.92  -0.33  -0.80  0.31
H  -2.94  7.12  -8.44  0.33
H  -1.84  4.95  -9.40  0.31
C  1.40  -1.09  -1.39  -0.77
H  -4.16  4.27  -6.17  0.14
H  -0.49  2.64  -8.34  0.38
N  -1.59  -4.22  6.87  0.12
C  -2.86  -3.71  6.36  -1.06
P  -0.20  -3.29  6.55  0.91
H  0.38  -0.71  -1.51  0.59
C  2.02  -1.21  -2.79  -0.78
N  0.83  -4.51  7.24  0.16
H  2.24  -5.95  6.64  0.32
H  -1.09  -1.24  9.54  0.41
H  4.04  -2.03  -0.69  0.13
H  5.13  -4.69  -0.03  0.31
H  0.72  4.95  -4.50  0.36
H  -2.52  7.97  -6.95  0.30
C  -0.90  5.05  -8.83  -1.10
H  4.43  -0.32  -4.54  0.13
H  0.78  0.45  1.13  0.19
C  -4.01  4.98  -6.98  -0.79
H  -2.70  -3.01  5.54  0.29
H  -3.85  4.42  -7.91  0.20
Cl  0.86  1.07  -3.58  -0.15
H  -0.56  0.25  2.28  0.36
C  -0.18  4.52  -4.05  -0.76
C  1.40  -4.35  8.57  -1.13
O  0.88  -3.69  -1.55  -0.84
C  -0.98  3.03  -7.45  -0.78
O  2.53  -3.07  0.28  -0.32
N  -1.21  4.29  -5.05  0.33
O  -1.09  6.72  -5.29  -0.84
H  -3.42  -3.18  7.15  0.29
H  1.90  -3.39  8.70  0.32
S  3.20  0.01  -4.98  -0.14
H  -1.71  -5.18  8.75  0.27
P  1.21  -2.68  -0.54  0.89
H  0.63  -4.47  9.34  0.27
H  5.71  -3.08  0.46  0.34
H  -1.04  0.03  7.75  0.37
H  -0.92  -6.14  7.48  0.27
H  0.10  3.57  -3.59  -0.03
O  0.87  -2.51  5.83  -0.87
N  -2.96  5.93  -6.68  0.06
H  2.88  -1.88  -2.83  0.42
C  1.88  -4.97  6.32  -1.09
H  -1.99  2.60  -7.42  0.26
C  -1.03  -2.21  9.05  -0.84
H  -0.65  6.11  -8.79  0.34
I  2.82  2.90  -0.43  0.02
H  -3.03  4.53  -3.97  0.33
H  -4.96  5.50  -7.08  0.40
H  -2.26  -0.93  6.88  0.33
C  -1.71  -5.42  7.68  -0.89
H  2.72  -4.28  6.28  0.32
H  1.41  -1.57  1.93  0.24
H  2.12  -5.15  8.77  0.40
O  3.28  0.80  -2.44  -0.14
C  -0.10  -0.15  1.39  -1.07
H  -2.02  -2.68  9.16  0.21
C  -3.16  7.20  -7.37  -1.05
N  -0.62  -2.04  7.67  0.08
H  -3.49  -4.51  5.97  0.39
H  -0.18  -1.95  2.52  0.22

Its SMILES is CCOP(=O)(CC[C@@](S)(Cl)OC(=O)I)OCC.CN(C)P(=O)(N(C)C)N(C)C.CN(C)P(=O)(N(C)C)N(C)C. Its total charge is 0. For the highest occupied orbital energy, the calculation gives -8.1126 eV.